An isolated molecule of C11H14N4 in a non-equilibrium geometry, computed with ωB97M-V/def2-TZVPD.

```
! wB97M-V def2-TZVPD RIJCOSX def2/J DEFGRID3
* xyz 0 1
C 0.3500 -2.2773 2.5209
C 0.5027 -0.9619 2.1702
C 0.0205 -3.3377 1.6140
C 0.3176 -0.6311 0.7751
C -0.1984 -2.9474 0.2836
C -0.0671 -1.6147 -0.1589
C -1.0806 2.0845 -0.1235
C -1.4427 0.9255 -0.6953
C 1.0244 1.9086 -1.0954
C 0.2621 2.5184 -0.1763
C 0.7580 3.3890 0.8720
N 0.5016 1.0350 -2.0195
N -0.6538 0.2675 -1.5756
N -0.7360 -1.8330 -2.5099
N -0.4015 -1.1166 -1.3710
H 0.5036 -2.4867 3.6071
H 0.8139 -0.1424 2.8275
H -0.1036 -4.3376 1.8865
H 0.7792 0.2510 0.2221
H -0.4804 -3.6515 -0.4855
H -1.7980 2.7909 0.3304
H -2.3853 0.4538 -0.6612
H 2.0797 2.2661 -1.2498
H 1.3759 4.2181 0.5239
H 1.4515 2.7780 1.4593
H -0.1391 3.7722 1.3996
H 0.3913 1.4493 -2.9619
H -1.6390 -2.2472 -2.5444
H -0.0062 -2.5228 -2.8639
*
```

Output
SMILES string: CC1=CNN(N(N)c2ccccc2)C=C1
HOMO, eV: -7.49
Energy above the lowest of the compared OMol25 structures with the same formula, charge and spin, kcal per mole: 73.3
Energy, eV: -17589.402
HOMO-LUMO gap, Eh: 0.3087

For each atom in turn, the Mulliken charge in e is: -0.1860 -1.0381 -0.8638 0.8231 -0.3705 0.0239 0.0196 -1.0885 -0.7722 0.9432 -1.2943 -0.2540 -0.1133 -0.9401 0.4820 0.2574 0.3621 0.4644 0.4339 0.3923 0.3358 0.4616 0.2852 0.3385 0.2554 0.3545 0.2410 0.2011 0.2459

***

A structure of composition C4H11N3O3P in a non-equilibrium geometry, computed with ωB97M-V/def2-TZVPD.

```
! wB97M-V def2-TZVPD RIJCOSX def2/J DEFGRID3
* xyz -1 1
C 1.0907 1.6987 0.5677
C -0.5908 -1.0363 1.7106
C -2.3685 0.0294 0.1216
C -1.2326 0.0941 1.0938
N 1.1832 0.3868 -2.3837
N 2.0193 -1.1079 -0.4418
N 0.1186 0.8820 -0.0644
O 2.2369 1.4749 0.1195
O 0.7175 2.5290 1.3901
O -0.2658 -1.5131 -1.4356
P 0.6119 -0.4065 -1.0190
H -1.3055 -1.6363 2.2815
H -0.2033 -1.8033 0.9720
H 0.1774 -0.9151 2.4823
H -2.2088 0.9780 -0.4345
H -3.4052 -0.0619 0.3787
H -2.2636 -0.6613 -0.6506
H -1.3166 1.0016 1.6358
H 0.3507 0.9104 -2.8941
H 1.8131 1.1179 -1.8789
H 2.6191 -0.2977 -0.2436
H 2.2225 -1.6634 -1.3073
*
```

Output
HOMO, eV: -4.93
Energy above the lowest of the compared OMol25 structures with the same formula, charge and spin, kcal per mole: 9.8
Energy, eV: -24230.772
HOMO-LUMO gap, Eh: 0.3170

For each atom in turn, the Mulliken charge in e is: 0.5589 -1.0615 -1.2991 0.2932 -0.9322 -0.7170 -0.0945 -0.8322 -0.7341 -0.7286 0.7539 0.3957 0.2410 0.3111 0.3559 0.4134 0.3532 0.3453 0.2935 0.3918 0.4283 0.2640

***

A structure of composition C41H36N4O5RhS in a non-equilibrium geometry, computed with ωB97M-V/def2-TZVPD.

```
! wB97M-V def2-TZVPD RIJCOSX def2/J DEFGRID3
* xyz 1 1
Rh 0.1619 0.4273 -0.5179
C 0.8259 -1.5367 5.7754
C 2.1044 -0.7555 5.6465
C 2.8675 -0.4158 6.7560
C 4.0534 0.2912 6.6271
C 4.4949 0.6776 5.3717
C 3.7506 0.3569 4.2487
C 2.5610 -0.3542 4.3852
N 1.8131 -0.7549 3.2496
C 1.5846 -0.0584 2.1090
N 1.7479 1.2770 2.2092
C 1.6741 2.2527 1.2141
C 1.5346 1.9209 -0.1305
C 1.5920 2.8962 -1.1157
C 1.7402 4.2218 -0.7543
C 1.8179 4.5592 0.5920
C 1.7914 3.5981 1.5907
C 1.8844 3.9930 3.0408
N 1.1839 -0.6598 1.0175
C 1.2674 -2.0756 0.9010
C 2.5129 -2.6899 1.0583
C 2.6397 -4.0658 1.0038
C 1.5163 -4.8496 0.7976
C 0.2860 -4.2436 0.6005
C 0.1358 -2.8618 0.6241
C -1.2094 -2.2498 0.3400
H 0.5535 -1.6523 6.8220
H 0.9311 -2.5395 5.3499
H 0.0055 -1.0407 5.2539
H 2.5223 -0.7030 7.7414
H 4.6366 0.5345 7.5049
H 5.4288 1.2127 5.2637
H 4.1056 0.6323 3.2629
H 1.4769 -1.7052 3.2504
H 1.8904 1.6143 3.1488
H 1.5205 2.6174 -2.1612
H 1.7797 4.9878 -1.5165
H 1.9051 5.6007 0.8739
H 1.8136 5.0739 3.1335
H 2.8356 3.6890 3.4865
H 1.0680 3.5554 3.6209
H 3.3845 -2.0654 1.2132
H 3.6135 -4.5221 1.1214
H 1.5978 -5.9278 0.7699
H -0.5886 -4.8551 0.4140
H -1.9470 -3.0172 0.1145
H -1.1486 -1.6073 -0.5478
H -1.5739 -1.6528 1.1773
O -1.4119 1.0792 1.1225
C -2.2620 1.1248 0.1966
O -1.8909 1.0512 -1.0187
C -3.7257 1.1644 0.4819
C -4.2032 1.5553 1.7271
C -5.5541 1.4603 2.0058
C -6.4058 0.9560 1.0364
C -5.9522 0.5904 -0.2212
C -4.6032 0.7035 -0.4977
N -7.8298 0.7806 1.3579
O -8.5378 0.2756 0.5086
O -8.2089 1.1562 2.4493
H -3.5088 1.9228 2.4703
H -5.9609 1.7524 2.9625
H -6.6557 0.2159 -0.9495
H -4.2073 0.4217 -1.4625
O 0.6746 -0.4252 -2.4708
S 1.2472 -0.1019 -3.8290
C 0.9963 -1.6153 -4.7708
C 1.7453 -1.7956 -5.9226
C 1.5490 -2.9421 -6.6757
C 0.6230 -3.8907 -6.2636
C -0.1025 -3.7047 -5.0943
C 0.0837 -2.5590 -4.3367
C -0.0031 0.8882 -4.6709
C 0.3813 1.5689 -5.8164
C -0.5606 2.3237 -6.4965
C -1.8628 2.3964 -6.0190
C -2.2259 1.7231 -4.8608
C -1.2912 0.9625 -4.1741
H 2.4718 -1.0510 -6.2264
H 2.1224 -3.0998 -7.5789
H 0.4668 -4.7802 -6.8592
H -0.8136 -4.4539 -4.7735
H -0.4663 -2.3982 -3.4180
H 1.4048 1.5131 -6.1695
H -0.2782 2.8626 -7.3906
H -2.5964 2.9889 -6.5493
H -3.2386 1.7933 -4.4872
H -1.5518 0.4565 -3.2531
*
```

Output
HOMO (spin up / spin down), eV: -10.89 / -10.89
Energy, eV: -73134.199
HOMO-LUMO gap (spin up / spin down), Eh: 0.2583 / 0.2627

For each atom in turn, the Mulliken charge in e is: 0.2964 -1.5138 0.6720 -0.7442 -0.7034 -0.8719 0.0036 0.0716 0.2526 -0.2272 0.3617 0.3825 0.6096 -0.3201 -1.0744 -0.7376 0.7106 -1.7076 0.4958 -0.7692 0.3685 -0.7748 -0.7230 -1.0990 0.9347 -0.8420 0.4162 0.3640 0.2756 0.3878 0.4102 0.4214 0.5625 0.3803 0.2122 0.3644 0.4414 0.3812 0.3952 0.3645 0.3979 0.5158 0.4464 0.4149 0.4314 0.5426 -0.0153 0.2835 -0.5722 0.9819 -0.7151 0.2441 -0.3884 -0.4817 -0.0317 -0.4654 -0.5346 1.0014 -0.5936 -0.5955 0.4923 0.4935 0.4893 0.4183 -0.2241 -0.3335 0.7941 -0.4439 -0.5868 -0.4846 -0.6461 -0.3409 0.9605 -0.6640 -0.5714 -0.5841 -0.6088 -0.2949 0.4134 0.4092 0.3929 0.4254 0.3320 0.3883 0.4053 0.3959 0.4494 0.2289

***

A structure of composition C49H53AsN10O2STi in a non-equilibrium geometry, computed with ωB97M-V/def2-TZVPD.

```
! wB97M-V def2-TZVPD RIJCOSX def2/J DEFGRID3
* xyz 1 2
Ti -0.7247 -1.0313 -0.5707
C -1.6472 -5.0417 0.0682
C -2.6241 -4.0584 -0.5763
C -3.1225 -2.9869 0.3933
N -2.5453 -1.6418 0.2413
C -3.2698 -0.6589 0.8124
C -4.2685 -0.9355 1.7592
C -5.2672 -0.1485 2.3355
C -5.5924 1.1690 2.1286
C -4.8862 2.0434 1.3031
C -3.7427 1.8500 0.5684
C -2.9309 0.7071 0.3330
N -1.8451 0.7275 -0.4054
C -1.5119 1.8767 -1.2404
C -1.1366 1.4543 -2.6692
C -1.8104 0.1699 -3.1368
N -1.1291 -0.9777 -2.5434
C -0.6635 -1.9657 -3.3103
C -1.1053 -2.2009 -4.6215
C -0.6394 -3.0450 -5.6230
C 0.4543 -3.8835 -5.6388
C 1.2806 -4.1361 -4.5492
C 1.1584 -3.7353 -3.2377
C 0.2170 -2.9017 -2.5827
N 0.1036 -2.8508 -1.2624
C 0.6049 -4.0147 -0.5213
C -0.3484 -4.4327 0.5848
H -1.4054 -5.8380 -0.6421
H -2.1659 -5.5274 0.9012
H -3.4947 -4.6254 -0.9126
H -2.2047 -3.5936 -1.4672
H -2.9754 -3.3590 1.4192
H -4.2043 -2.8834 0.2685
H -4.2923 -1.9585 2.1031
H -5.9005 -0.6838 3.0358
H -6.4596 1.5600 2.6445
H -5.2765 3.0557 1.2560
H -3.3872 2.7536 0.0970
H -0.6791 2.4287 -0.8027
H -2.3475 2.5693 -1.3169
H -0.0580 1.3148 -2.7552
H -1.4010 2.2707 -3.3449
H -1.7728 0.1373 -4.2244
H -2.8665 0.1643 -2.8465
H -1.9780 -1.6273 -4.9022
H -1.2150 -3.0047 -6.5417
H 0.6828 -4.3919 -6.5662
H 2.1347 -4.7767 -4.7456
H 1.9356 -4.1049 -2.5812
H 1.5893 -3.8066 -0.1044
H 0.7045 -4.8681 -1.1973
H -0.5628 -3.5808 1.2353
H 0.1719 -5.1690 1.2035
C -0.5223 -1.3086 4.9744
C 0.7541 -1.5550 4.2647
N 1.8827 -1.8320 4.8262
N 2.7387 -1.9990 3.7772
C 2.1815 -1.8541 2.5635
S 2.9758 -2.0046 1.1054
N 0.8793 -1.5525 2.8867
N -0.1721 -1.2618 2.0019
H -0.3272 -1.3099 6.0435
H -1.2519 -2.0910 4.7552
H -0.9465 -0.3475 4.6861
H 3.7043 -2.2353 3.9275
H -0.4465 -0.2882 2.1883
H -0.9614 -1.8344 2.2895
N -3.6511 5.8452 3.8134
C -2.4508 5.5927 3.2424
O -1.7132 6.4643 2.8336
C -2.0458 4.1379 3.1227
C -0.9681 3.8513 2.2980
C -0.5694 2.5351 2.1624
N -1.1642 1.5202 2.7881
C -2.2007 1.8004 3.5736
C -2.6720 3.0894 3.7776
H -3.9437 6.8054 3.8795
H -4.3033 5.1238 4.0547
H -0.4634 4.6558 1.7808
H 0.2480 2.2640 1.5055
H -2.6996 0.9619 4.0470
H -3.5111 3.2348 4.4445
O 0.8915 0.1962 -0.3500
As 2.3952 0.8249 -0.7265
C 3.3254 1.3464 0.8511
C 2.6962 1.2490 2.0840
C 3.3409 1.7123 3.2210
C 4.6122 2.2621 3.1200
C 5.2335 2.3661 1.8828
C 4.5869 1.9190 0.7393
C 3.4048 -0.3050 -1.8742
C 4.6948 -0.7093 -1.5498
C 5.4064 -1.4899 -2.4481
C 4.8338 -1.8587 -3.6582
C 3.5390 -1.4681 -3.9690
C 2.8170 -0.6932 -3.0741
C 2.1682 2.5031 -1.6405
C 1.7796 3.6002 -0.8731
C 1.5732 4.8323 -1.4715
C 1.7703 4.9786 -2.8391
C 2.1843 3.8959 -3.6005
C 2.3862 2.6582 -3.0041
H 1.7097 0.8088 2.1567
H 2.8516 1.6426 4.1841
H 5.1179 2.6181 4.0077
H 6.2194 2.8045 1.8050
H 5.0653 2.0344 -0.2267
H 5.1329 -0.4440 -0.5963
H 6.4078 -1.8149 -2.1991
H 5.3976 -2.4618 -4.3580
H 3.0827 -1.7754 -4.9006
H 1.7941 -0.4137 -3.3063
H 1.6584 3.5061 0.2005
H 1.2721 5.6805 -0.8704
H 1.6165 5.9420 -3.3069
H 2.3567 4.0119 -4.6623
H 2.7188 1.8268 -3.6131
*
```

Output
HOMO (spin up / spin down), eV: -9.36 / -9.40
Energy above the lowest of the compared OMol25 structures with the same formula, charge and spin, kcal per mole: 0.0
Energy, eV: -165455.484
<S²>: 0.7529
HOMO-LUMO gap (spin up / spin down), Eh: 0.2648 / 0.2675

Atom charges from the Mulliken analysis, given in e for atoms 1 to 99: -0.4352 -1.3293 -0.7320 -1.3115 0.5774 1.1948 -0.4227 -0.9139 -0.9444 -0.7237 -0.6093 0.7507 1.4298 -0.8506 -0.2505 -1.4932 1.0051 0.4451 -0.8230 -0.4469 -0.7458 -0.6449 -0.6649 0.7566 1.1720 -1.1925 -0.0847 0.4938 0.4090 0.4959 -0.1058 0.4180 0.8444 0.3979 0.3828 0.3855 0.3728 0.1049 -0.4204 0.8685 -0.3304 0.5825 0.8715 0.0723 0.5118 0.3792 0.3827 0.4090 0.4103 0.1763 0.7537 -0.7242 0.6152 -0.9548 1.0514 -0.9550 0.3762 -0.0869 -0.3909 -0.0723 0.9647 0.4070 0.3004 -0.0936 0.2096 -0.5311 0.3189 -0.3105 0.1561 -0.6141 1.0974 -0.8883 -0.0656 0.1006 -0.8322 -1.1757 0.2440 0.1540 0.6530 0.1259 0.4429 0.3309 -0.1269 1.5053 0.1952 0.7498 -0.6981 -0.8476 -0.7965 -0.8569 0.7657 -0.6040 -0.8955 -0.9798 -1.0072 -0.1956 0.5664 -0.5811 -0.7831

***

A cluster of 2 separate species, C5H9NO in total in a non-equilibrium geometry, computed with ωB97M-V/def2-TZVPD.

```
! wB97M-V def2-TZVPD RIJCOSX def2/J DEFGRID3
* xyz 0 1
C -0.3288 -0.7008 -2.1953
C 0.8592 0.0072 1.2536
C 0.3456 2.4639 1.2853
C -1.6949 -2.7232 -2.0303
C 1.4552 1.4104 1.0883
N 0.3777 -0.7262 0.3611
O -0.5623 -1.8156 -1.7735
H 0.7217 -0.4778 2.1912
H -0.4276 2.1916 0.5978
H 0.8014 3.4417 1.1349
H 0.0018 2.4237 2.3826
H -1.2296 -3.6567 -2.0379
H -2.0927 -2.3918 -2.9549
H -2.3788 -2.4472 -1.2018
H 2.3252 1.4766 1.8819
H 1.8270 1.5240 0.0168
*
```

Output
HOMO (spin up / spin down), eV: -8.76 / -6.38
Energy above the lowest of the compared OMol25 structures with the same formula, charge and spin, kcal per mole: 174.1
Energy, eV: -8861.665
HOMO-LUMO gap (spin up / spin down), Eh: 0.3504 / 0.2455

For each atom in turn, the Mulliken charge in e is: -0.1461 -0.1729 -0.9846 -0.5621 -0.3469 -0.3645 -0.0459 0.4092 0.3302 0.2836 0.2649 0.2462 0.3196 0.2650 0.2467 0.2577